(1)
Molecular formula: C10H19N2Si
Method: DFT, wB97M-V/def2-TZVPD

Structure (XYZ):
```
32
Properties=species:S:1:pos:R:3:forces:R:3
C 4.087 -0.366 -0.762 -1.2 -0.4 -0.4
C 3.175 -1.414 -0.830 -0.8 0.6 0.2
C 3.598 0.863 -0.377 -0.4 0.2 1.4
C 1.840 -1.083 -0.637 -0.9 -2.8 -0.7
C -1.961 -0.708 -1.929 0.7 -1.4 -1.0
C -1.965 -1.184 0.559 -1.4 0.6 1.8
C -2.990 0.842 -0.340 -0.6 0.8 3.5
C 0.030 2.544 0.283 -1.9 1.4 1.3
C 0.191 -0.899 2.944 2.2 2.4 0.6
C -1.825 -0.141 -0.518 -0.5 0.3 -0.4
N 2.377 1.059 0.031 -1.1 1.1 -0.2
N 1.429 0.121 -0.238 -0.4 0.8 -0.1
Si -0.254 0.768 -0.088 1.6 0.4 0.5
H 5.081 -0.325 -1.034 2.0 -0.9 -0.5
H 3.352 -2.457 -1.030 0.5 0.0 -0.3
H 4.244 1.709 -0.174 0.1 -0.1 -0.2
H 1.040 -1.869 -0.850 1.1 1.3 0.5
H -1.518 -0.056 -2.765 -1.0 -0.8 1.2
H -1.386 -1.710 -1.968 -1.1 1.4 -0.2
H -3.082 -0.895 -2.060 1.7 0.1 -0.3
H -1.323 -2.004 0.531 2.2 -0.9 -0.1
H -2.866 -1.787 0.477 -0.9 0.6 -0.1
H -1.931 -0.680 1.583 -0.2 -1.0 -1.4
H -2.913 1.436 0.655 0.1 -0.9 -1.3
H -3.040 1.614 -1.065 -0.2 0.4 -1.1
H -3.980 0.315 -0.175 1.2 0.3 -0.8
H 0.669 3.037 -0.398 1.7 -0.1 -0.6
H -0.861 3.181 -0.038 0.3 -1.1 1.3
H 0.374 2.738 1.375 -0.7 -0.2 -2.0
H 0.235 -1.648 2.257 1.3 -1.9 -1.8
H 0.931 -0.168 3.314 -0.3 -1.0 -0.5
H -0.759 -0.833 3.266 -3.0 0.6 1.7
```
Forces are in eV/Å.

The max |F| is 0.07026 hartree/bohr. The calculation puts the energy at -791.00340 Ha. Its spin multiplicity is 1. The total charge is +1. As for the gap between HOMO and LUMO (spin up / spin down): 0.2176 / 0.2788 Ha. As for the HOMO energy (spin up / spin down): -10.4 / -12.1 eV.


(2)
Molecular formula: C27H78N12O9
Method: DFT, wB97M-V/def2-TZVPD

Structure (XYZ):
```
126
Properties=species:S:1:pos:R:3:forces:R:3
C -7.682 -3.852 -3.312 -0.1 0.5 -0.4
O -6.358 -3.703 -3.770 0.2 -0.4 -0.3
C -5.500 -3.085 -2.838 -0.5 -0.5 1.2
C -4.054 -3.391 -3.231 -0.5 2.2 -0.2
C -2.995 -2.937 -2.197 -0.7 -0.4 -0.5
N -3.777 -2.629 -4.480 -0.8 0.1 -0.2
H -8.171 -2.875 -3.218 0.1 0.1 0.4
H -7.690 -4.403 -2.370 -0.3 0.0 0.0
H -8.264 -4.345 -4.090 0.2 -0.4 0.1
H -5.802 -2.032 -2.751 0.7 0.3 -0.3
H -5.699 -3.454 -1.818 0.0 -0.4 -0.1
H -4.016 -4.456 -3.456 0.3 0.0 0.1
H -3.087 -3.521 -1.282 0.5 -0.2 -0.1
H -3.057 -1.889 -1.895 -0.4 0.1 -0.3
H -2.053 -3.029 -2.737 0.3 -0.3 0.5
H -3.937 -1.643 -4.263 0.7 0.0 0.3
H -4.612 -2.752 -5.058 0.3 -0.6 -0.3
C 3.928 3.544 6.451 -0.4 0.2 0.6
O 2.690 3.351 5.798 -0.1 -0.4 0.0
C 1.558 3.301 6.675 0.3 -0.5 -1.1
C 1.284 1.862 7.173 0.5 0.5 1.1
C 0.854 0.954 6.030 0.5 0.3 -0.2
N 0.299 1.926 8.243 -0.9 0.0 -0.4
H 4.009 4.579 6.799 0.1 0.1 -0.2
H 4.745 3.302 5.777 -0.1 0.0 -0.1
H 4.015 2.941 7.361 0.0 -0.3 -0.1
H 1.727 4.026 7.473 -0.3 -0.1 0.3
H 0.720 3.590 6.040 -0.2 0.3 0.2
H 2.256 1.562 7.586 0.1 -0.5 -0.3
H -0.106 1.266 5.616 0.1 0.2 -0.1
H 0.772 -0.122 6.196 0.1 0.1 0.7
H 1.656 1.060 5.297 -0.3 0.0 -0.3
H -0.104 1.032 8.475 0.1 0.0 0.0
H 0.545 2.426 9.082 0.3 0.0 -0.1
C 7.086 -2.323 0.429 -0.6 -0.7 -0.7
O 6.299 -3.513 0.359 -0.2 -0.3 0.1
C 5.533 -3.550 -0.843 1.3 0.2 -0.1
C 4.887 -4.905 -1.028 0.5 -1.7 0.4
C 5.971 -5.997 -1.372 0.2 0.6 0.9
N 3.891 -4.887 -2.080 -0.2 1.3 -0.1
H 7.719 -2.292 -0.461 0.3 0.2 0.1
H 7.691 -2.373 1.329 -0.1 0.1 0.1
H 6.409 -1.466 0.409 0.3 0.3 0.2
H 4.877 -2.676 -0.848 -0.5 -0.2 -0.2
H 6.253 -3.456 -1.670 -0.1 0.4 -0.2
H 4.415 -5.139 -0.069 -0.1 -0.2 -0.1
H 5.748 -7.005 -1.017 -0.5 0.1 0.0
H 6.926 -5.768 -0.890 0.0 0.2 -0.1
H 6.129 -6.059 -2.449 0.0 0.2 0.0
H 4.365 -4.492 -2.887 -0.4 -0.2 -0.3
H 3.549 -5.803 -2.329 0.1 -0.1 0.1
C 1.393 -2.433 -0.650 -1.5 0.4 0.1
O 1.382 -1.182 0.016 1.3 0.5 0.4
C 0.164 -0.891 0.656 -0.1 -0.2 -0.1
C 0.185 0.460 1.393 -0.8 -0.2 -0.8
C 0.706 0.354 2.806 1.1 0.2 -0.7
N -1.183 1.007 1.429 0.0 -0.1 0.5
H 0.668 -2.346 -1.470 0.0 -0.4 -0.1
H 1.005 -3.172 0.058 0.3 -0.4 -0.2
H 2.347 -2.710 -1.090 0.2 0.2 0.4
H -0.616 -0.976 -0.113 -0.2 0.5 0.0
H -0.092 -1.649 1.411 0.2 -0.2 0.0
H 0.760 1.204 0.833 0.4 -0.4 0.0
H 0.767 1.363 3.212 -0.1 -0.1 0.3
H 1.734 -0.006 2.712 0.0 0.0 0.4
H 0.142 -0.320 3.450 -0.2 0.1 -0.1
H -1.455 1.053 2.403 -0.5 0.1 -0.1
H -1.855 0.437 0.928 0.0 -0.2 0.2
C 1.549 -2.369 -4.518 0.3 0.1 0.2
O 0.968 -2.854 -5.704 -0.3 0.0 0.4
C -0.358 -2.329 -5.780 0.0 0.6 -1.5
C -1.119 -2.911 -6.992 0.4 0.2 -0.2
C -1.956 -1.835 -7.671 -0.3 -0.3 -0.2
N -1.972 -4.071 -6.644 0.5 1.2 0.8
H 1.071 -2.843 -3.653 -0.1 0.2 0.1
H 1.468 -1.278 -4.484 -0.2 0.0 0.2
H 2.618 -2.574 -4.433 0.0 -0.4 -0.5
H -0.920 -2.415 -4.848 0.0 -0.5 0.1
H -0.311 -1.252 -5.981 0.4 0.2 0.3
H -0.390 -3.155 -7.773 0.2 -0.4 0.4
H -1.333 -0.974 -7.912 -0.1 0.0 0.0
H -2.822 -1.509 -7.092 0.1 0.0 0.2
H -2.341 -2.268 -8.595 -0.1 0.2 0.0
H -1.381 -4.614 -6.013 -0.1 -0.4 -0.2
H -2.545 -3.546 -5.964 -0.6 -1.0 -0.1
C -5.212 7.851 2.956 -0.4 -0.7 1.2
O -4.229 7.022 2.358 -0.6 0.7 0.4
C -3.760 5.943 3.162 0.8 0.3 -1.2
C -4.376 4.606 2.739 -1.7 -0.3 1.0
C -3.713 3.493 3.579 0.6 0.2 -1.1
N -4.449 4.339 1.305 1.2 0.3 0.5
H -5.890 7.232 3.557 -0.4 -0.1 -0.4
H -5.778 8.428 2.231 0.2 -0.2 -0.3
H -4.860 8.539 3.733 0.7 0.2 -0.3
H -2.691 5.971 2.924 0.1 -0.6 0.1
H -3.803 6.096 4.244 -0.5 0.2 0.0
H -5.452 4.641 2.956 0.1 0.1 0.7
H -3.570 2.596 2.972 -0.3 0.0 0.0
H -4.240 3.213 4.487 0.0 0.2 0.1
H -2.699 3.846 3.792 0.0 -0.2 0.5
H -5.035 5.083 0.940 0.2 0.0 -0.3
H -3.498 4.511 0.975 -0.2 -0.2 -0.7
N 1.107 3.079 -3.279 0.9 -0.1 0.3
C 0.579 1.816 -3.180 -1.7 1.1 -0.2
N 1.438 0.830 -2.832 -0.1 -0.8 0.0
O -0.609 1.605 -3.410 0.7 -0.5 -0.1
H 0.456 3.847 -3.316 -0.4 -0.2 0.2
H 1.884 3.226 -2.651 0.1 0.3 -0.2
H 2.365 0.939 -2.470 0.0 0.2 -0.1
H 0.996 -0.072 -2.809 0.2 -0.1 0.3
N -0.504 3.981 0.322 -1.0 -0.2 -1.0
C -1.342 3.858 -0.762 -0.2 0.1 -1.1
N -2.250 2.850 -0.594 -0.1 -0.4 0.4
O -1.307 4.555 -1.772 0.1 0.3 0.8
H 0.251 4.631 0.207 0.3 -0.4 0.5
H -0.647 3.206 0.954 0.9 0.4 0.6
H -1.966 2.040 -0.053 -0.4 0.6 0.0
H -3.099 2.818 -1.125 0.3 0.0 -0.4
N 3.904 -0.140 1.240 0.0 -1.1 -0.3
C 4.685 0.645 2.019 -1.7 2.3 -0.7
N 5.679 0.008 2.652 1.2 -0.1 0.9
O 4.471 1.863 2.101 0.8 -1.1 -0.1
H 3.940 -1.140 1.339 0.0 0.0 -0.2
H 3.221 0.212 0.595 -0.1 0.3 0.3
H 6.252 0.608 3.224 -0.1 -0.2 0.2
H 5.628 -0.970 2.872 0.1 0.0 -0.1
```
Forces are in eV/Å.

The max |F| is 0.05730 hartree/bohr. The calculation puts the energy at -2409.68931 Ha. Its spin multiplicity is 1. As for the gap between HOMO and LUMO: 0.3380 Ha. As for the HOMO energy: -8.9 eV.